(1)
172
Properties=species:S:1:pos:R:3:mulliken_charge:R:1 method="wB97M-V/def2-TZVPD" energy_ev=-101065.5070 total_charge=+1 mol_weight_g_mol=1038.345 homo_ev=-10.4 gap_ev=8.8
C 1.37891 2.30750 4.01653 -1.0565
C 0.27844 2.43455 2.97670 -0.1113
O 0.84392 2.90582 1.75536 -0.2625
C -0.05155 2.77571 0.64607 -2.3718
C 0.62196 2.32534 -0.66315 1.0369
C -0.33821 2.84083 -1.79847 -0.1141
C -0.18386 2.26484 -3.21806 -2.0589
C -1.83974 2.92798 -1.40542 -0.0793
C -2.84506 2.87257 -2.55474 -1.9497
C 2.05475 2.95123 -0.78783 1.1159
C 3.18725 2.39334 0.12081 -0.0584
C 4.63581 2.79949 -0.27254 0.1149
C 5.43143 3.32677 0.91843 -1.7944
O 5.33111 1.64362 -0.78580 -0.5693
P 2.04739 4.80091 -0.58387 0.6671
N 0.68019 5.53224 -0.56842 -0.8976
O 3.00321 5.20089 -1.78257 -0.2601
O 2.94707 5.14029 0.70283 -0.5660
O 2.47885 2.68716 -2.13131 -0.6575
C 2.69472 1.30989 -2.35385 -1.9361
C 1.60945 0.33341 -1.83132 -0.5057
N 0.74349 0.77689 -0.69637 1.5419
C 1.08951 0.21413 0.66960 -2.1904
C 1.88535 -1.09605 0.86551 -1.0769
N 1.45039 -2.27493 0.17146 0.1511
N 3.31091 -0.84616 0.51572 0.0204
N 1.69269 -1.36694 2.29592 -0.0671
O -0.62440 0.44139 -0.95278 0.7978
C -1.01972 -0.89590 -1.25759 -2.0241
C -1.78164 -1.59016 -0.12662 2.1796
C -2.96228 -0.68837 0.27052 -1.6766
C -2.23184 -2.94505 -0.68806 -1.9931
C -3.52912 -3.54321 -0.12014 1.0360
C -4.78775 -3.08016 -0.88332 -1.2732
C -3.40948 -5.07345 -0.18738 -1.6335
H 2.28917 1.98457 3.50799 -0.0536
H 1.09669 1.52908 4.72011 0.3970
H 1.57783 3.24311 4.53039 0.4585
H -0.50547 3.11773 3.30654 0.5092
H -0.16071 1.44843 2.81396 0.1260
H -0.87012 2.10835 0.90709 0.3949
H -0.46601 3.75939 0.46166 0.5935
H -0.04755 3.88352 -1.90652 1.1171
H 0.83517 2.07229 -3.51721 0.1089
H -0.74181 1.33923 -3.35044 0.2922
H -0.54873 2.99919 -3.92930 0.6426
H -2.00158 3.87702 -0.89173 0.4425
H -2.13923 2.15464 -0.70260 0.0328
H -2.64164 3.58088 -3.35158 0.3602
H -3.84334 3.02062 -2.15177 0.5141
H -2.85966 1.87494 -2.99313 0.2864
H 3.05743 2.69661 1.15459 0.5598
H 3.19028 1.31474 0.12687 -0.1603
H 4.64856 3.49700 -1.10259 0.2800
H 6.47653 3.06373 0.77091 0.5272
H 5.09333 2.84588 1.83697 0.1330
H 5.38906 4.40726 1.01825 0.2992
H 5.28337 0.95570 -0.12140 0.2574
H 0.54361 6.10777 0.25077 0.2568
H 3.23122 6.12899 -1.64825 0.3849
H 2.41420 4.95033 1.48488 0.3594
H 3.66405 0.98232 -1.99409 0.2938
H 2.72293 1.19173 -3.43663 0.6239
H 0.94108 0.11534 -2.65696 0.8836
H 2.11013 -0.59548 -1.60617 0.8893
H 0.15277 0.14075 1.20883 0.4736
H 1.66780 0.94319 1.21834 0.6148
H 1.89107 -2.40949 -0.72328 0.3203
H 1.53037 -3.10649 0.73238 0.2717
H 3.76672 -0.39688 1.30368 -0.3261
H 3.77581 -1.74603 0.40012 0.6697
H 1.96993 -0.56186 2.84571 0.0302
H 2.30604 -2.13522 2.53646 0.5653
H -0.22463 -1.53889 -1.62641 0.2144
H -1.71765 -0.80405 -2.09291 1.0075
H -1.13812 -1.71114 0.73995 -0.0824
H -3.60260 -0.50149 -0.59174 0.3299
H -2.59213 0.28261 0.60263 0.1156
H -3.54398 -1.10763 1.08414 0.4976
H -2.37355 -2.84391 -1.76858 0.5290
H -1.43058 -3.67645 -0.56970 0.3418
H -3.64326 -3.27777 0.92914 0.4797
H -5.43018 -3.92600 -1.11177 0.1496
H -5.37974 -2.40452 -0.26641 0.2596
H -4.55424 -2.57916 -1.82020 0.2803
H -2.75250 -5.44282 0.60009 0.4890
H -4.38297 -5.54136 -0.05850 0.0873
H -3.01927 -5.39827 -1.15103 0.3975
C -7.26107 3.49035 -4.07484 -1.3997
C -7.08707 2.80261 -2.74058 0.8024
O -6.27412 1.90526 -2.57795 -0.6025
N -7.87514 3.21829 -1.71693 -0.1527
C -8.88800 4.25792 -1.72416 -0.8463
H -6.56576 3.04609 -4.77967 0.2880
H -8.27640 3.35999 -4.44992 0.4258
H -7.04935 4.55690 -3.99302 0.3797
H -7.71493 2.71761 -0.85723 0.2342
H -8.63973 5.03497 -0.99992 0.2844
H -9.86110 3.84103 -1.46172 0.2917
H -8.96062 4.71191 -2.70600 0.3172
C 6.56916 5.68096 -3.24559 -0.7287
C 6.80554 6.59366 -4.43075 0.3803
O 7.92214 6.95470 -4.74994 -0.6432
N 5.71013 6.99735 -5.13180 -0.1535
C 4.32177 6.65867 -4.88899 -0.1629
H 7.53128 5.45170 -2.79905 0.3858
H 5.94040 6.16839 -2.49866 0.2067
H 6.09137 4.75117 -3.55754 0.2486
H 5.92753 7.60222 -5.90779 0.2132
H 3.89803 6.14840 -5.75536 0.2685
H 3.73880 7.56305 -4.70235 0.2778
H 4.23886 6.00524 -4.02715 -0.2783
C -5.45766 -3.86310 -5.07059 -1.3963
C -6.21078 -4.72226 -4.08174 0.8368
O -5.63302 -5.38255 -3.23187 -0.6100
N -7.56483 -4.73029 -4.16855 -0.1207
C -8.41242 -4.01008 -5.10091 -0.8998
H -4.39608 -3.96594 -4.86888 0.2728
H -5.65528 -4.18308 -6.09390 0.4468
H -5.73983 -2.81468 -4.96626 0.3592
H -8.00944 -5.32220 -3.48506 0.2168
H -9.08980 -3.34648 -4.56199 0.2942
H -9.00905 -4.70894 -5.68860 0.2986
H -7.81168 -3.41402 -5.77860 0.3290
C 5.42275 1.38844 4.57599 -1.2238
C 4.59677 0.75825 5.67337 0.7803
O 3.78450 -0.13050 5.43954 -0.5440
N 4.77113 1.22107 6.93078 -0.1691
C 5.68143 2.25559 7.39157 -0.8970
H 5.16273 0.90657 3.63768 -0.0995
H 5.19728 2.45344 4.50078 0.4208
H 6.48968 1.25740 4.75381 0.6076
H 4.18284 0.76805 7.61262 0.2258
H 6.37444 1.84816 8.12774 0.3005
H 5.12431 3.06977 7.85576 0.2834
H 6.25424 2.65633 6.56255 0.3460
C 7.12325 -1.72327 -1.22089 -0.9289
C 6.44490 -2.92222 -0.60289 0.7299
O 5.26325 -2.89388 -0.26423 -0.6807
N 7.17631 -4.04146 -0.43775 -0.2132
C 8.57087 -4.26523 -0.78004 -0.8802
H 6.40037 -0.91696 -1.29668 -0.1017
H 7.96340 -1.39383 -0.60905 0.4017
H 7.48682 -1.95696 -2.22127 0.3737
H 6.66254 -4.80401 -0.02362 0.2505
H 8.65520 -5.08075 -1.49820 0.2956
H 9.13880 -4.52955 0.11198 0.2908
H 9.00497 -3.37291 -1.21629 0.3411
C -8.24955 -7.16110 2.81808 -1.2580
C -8.22045 -6.10665 1.73586 0.8471
O -8.79751 -5.03921 1.85591 -0.6536
N -7.51743 -6.39191 0.60735 -0.1018
C -6.76730 -7.59078 0.28217 -0.7627
H -8.84483 -6.78425 3.64324 0.2944
H -8.69890 -8.08375 2.44962 0.3563
H -7.24278 -7.37732 3.17701 0.3443
H -7.53494 -5.64954 -0.07413 0.1209
H -5.72298 -7.33350 0.10229 0.2087
H -7.16695 -8.04661 -0.62476 0.2658
H -6.81413 -8.31614 1.08686 0.3595
C 1.42111 -3.29958 4.90680 -0.7715
C 0.65280 -3.86148 6.08098 0.2980
O -0.03815 -4.85908 5.97859 -0.6618
N 0.76251 -3.20054 7.26394 -0.1267
C 1.53534 -2.00853 7.56168 -0.4884
H 1.23169 -3.93024 4.04306 0.3120
H 1.09138 -2.28675 4.68318 0.2208
H 2.49219 -3.29280 5.11881 0.3965
H 0.22712 -3.62011 8.00743 0.2232
H 2.26667 -2.21812 8.34461 0.2780
H 0.87793 -1.20966 7.91145 0.2816
H 2.06650 -1.65708 6.68320 0.0401

(2)
51
Properties=species:S:1:pos:R:3:mulliken_charge:R:1 method="wB97M-V/def2-TZVPD" energy_ev=-44244.5158 smiles="CCOC(=O)C(C(C)=O)(C(=O)OCC)C(c1cc(F)cc(F)c1)c1cc(F)cc(F)c1" mol_weight_g_mol=440.389 e_above_lowest_kcal_mol=0.0 homo_ev=-9.2 gap_ev=9.3
C 3.52264 -1.39283 2.29100 -1.2283
C 2.18904 -1.59943 2.97235 -0.1675
O 1.51823 -0.31063 2.87190 -0.2674
C 0.57990 -0.14447 3.79273 -0.5052
C -0.31246 1.12702 3.75629 3.6401
C 0.54440 2.19838 3.08143 0.1665
C 0.01306 3.02294 1.92124 -1.3430
O 1.64008 2.46576 3.58437 -0.5918
C -1.60180 0.72659 3.01052 -0.6127
O -2.38731 1.52860 2.49431 -0.6559
O -1.82893 -0.61954 3.06482 -0.2178
C -3.16006 -0.90838 2.58072 -0.1284
C -3.18514 -2.38958 2.33515 -1.2670
O 0.40125 -1.00881 4.64259 -0.7133
H 4.07104 -2.31610 2.14841 0.4064
H 3.38048 -0.93661 1.32327 0.3114
H 4.14002 -0.74812 2.90566 0.3128
H 1.53612 -2.35158 2.46067 0.2612
H 2.27649 -1.89582 4.04212 0.2955
H -1.08394 3.12816 1.97658 0.2797
H 0.44648 4.04092 1.94648 0.3488
H 0.36421 2.57162 0.97045 0.3229
H -3.91345 -0.58433 3.32722 0.2522
H -3.38048 -0.39777 1.61458 0.3097
H -4.21330 -2.71074 2.09375 0.4056
H -2.56027 -2.66488 1.48112 0.3017
H -2.80408 -2.92995 3.21124 0.3090
F -4.91046 4.03412 4.38282 -0.3385
C -3.55484 4.05500 4.68772 -0.1265
C -2.88727 5.29839 4.65841 -0.8809
C -1.52008 5.27107 4.92161 0.2578
F -0.81313 6.43998 4.81232 -0.3338
C -0.82967 4.07444 5.15386 -0.4356
C -1.53137 2.86136 5.13237 0.4883
C -0.76517 1.56026 5.35586 0.1030
C -1.41731 0.64965 6.38172 0.4457
C -0.61364 -0.38648 6.81186 -1.1245
C -1.06257 -1.36734 7.68973 0.3130
F -0.22576 -2.46104 7.92413 -0.3190
C -2.33827 -1.33913 8.22330 -0.8121
C -3.10624 -0.22164 7.93256 0.2856
F -4.35688 -0.10383 8.49584 -0.3246
C -2.68020 0.78576 7.04895 -0.7105
C -2.90798 2.84817 4.87952 -0.9888
H -3.42254 6.22216 4.51416 0.5079
H 0.25825 4.12205 5.29388 0.4633
H 0.28082 1.85866 5.76836 0.6659
H 0.37557 -0.50343 6.42731 0.5335
H -2.67753 -2.11173 8.94185 0.4392
H -3.33529 1.65578 6.89676 0.7506
H -3.48392 1.92935 4.83960 0.9157